No. 1
Computed, not measured: a cluster of 2 separate species, C5H14 in total, with the ωB97M-V functional and the def2-TZVPD basis.

Summary:
- Structure (SMILES): CCC.CC
- ΔE to the lowest compared entry with this formula, charge and spin: 18.5 kJ/mol
- Frontier orbital gap: 12.33 eV
- LUMO: 0.042 hartree
- Molecular weight: 74.17 g/mol
- 2S+1: 1

Each line ends with the natural charge from an NBO analysis.
Element x y z (Å)
C1 -0.902 -0.742 1.859  -0.609
C2 -1.987 -0.774 2.916  -0.606
H1 -1.047 -1.502 1.092  0.201
H2 -0.830 0.213 1.334  0.203
H3 0.070 -0.981 2.284  0.202
H4 -1.652 -0.264 3.820  0.202
H5 -2.238 -1.794 3.202  0.203
H6 -2.897 -0.284 2.593  0.203
C3 0.882 0.896 -1.270  -0.404
C4 2.145 1.146 -2.066  -0.603
C5 0.051 -0.284 -1.792  -0.612
H7 1.154 0.706 -0.232  0.195
H8 0.251 1.776 -1.173  0.196
H9 1.958 1.557 -3.056  0.201
H10 -0.997 -0.004 -1.817  0.208
H11 0.377 -0.617 -2.773  0.204
H12 2.694 0.216 -2.221  0.201
H13 2.826 1.858 -1.595  0.207
H14 0.143 -1.122 -1.105  0.206

***

No. 2
Computed, not measured: a cluster of 5 separate species, C2H15NO4 in total at a distorted geometry, with the ωB97M-V functional and the def2-TZVPD basis.

Summary:
- Structure (SMILES): CNC.O.O.O.O
- ΔE to the lowest compared entry with this formula, charge and spin: 162.2 kJ/mol
- Frontier orbital gap: 8.88 eV
- LUMO: 0.009 hartree
- Molecular weight: 117.14 g/mol
- 2S+1: 1

Each line ends with the natural charge from an NBO analysis.
Element x y z (Å)
C1 1.170 2.852 1.722  -0.408
N1 1.052 2.940 0.292  -0.661
C2 -0.107 2.567 -0.473  -0.410
H1 2.153 3.128 2.094  0.209
H2 0.796 1.868 2.006  0.181
H3 0.572 3.595 2.295  0.163
H4 1.574 3.689 -0.136  0.366
H5 -0.899 3.326 -0.392  0.169
H6 0.168 2.496 -1.525  0.197
H7 -0.508 1.589 -0.206  0.198
H8 1.542 0.366 1.039  0.482
H9 1.586 -0.060 -0.387  0.472
O1 1.509 -0.440 0.494  -0.946
H10 -2.237 -1.618 -4.220  0.480
H11 -3.089 -2.706 -3.385  0.478
O2 -3.053 -2.090 -4.083  -0.959
H12 -0.828 -5.234 0.743  0.468
H13 0.435 -5.295 -0.150  0.470
O3 0.123 -5.452 0.740  -0.938
H14 -0.232 -1.372 0.716  0.486
H15 -0.839 -2.555 1.443  0.462
O4 -0.887 -1.595 1.372  -0.957

***

No. 3
Computed, not measured: an isolated molecule of CH3BrO2S at a distorted geometry, with the ωB97M-V functional and the def2-TZVPD basis.

Summary:
- Structure (SMILES): CS(=O)(=O)Br
- ΔE to the lowest compared entry with this formula, charge and spin: 184.0 kJ/mol
- Frontier orbital gap: 10.18 eV
- LUMO: -0.008 hartree
- Molecular weight: 159.00 g/mol
- 2S+1: 1

Each line ends with the natural charge from an NBO analysis.
Element x y z (Å)
C1 0.904 -0.385 0.060  -0.822
O1 -0.839 0.895 -1.566  -0.863
O2 -0.832 1.692 1.093  -0.837
S1 -0.625 0.536 -0.207  1.822
Br1 -1.996 -0.986 0.305  -0.081
H1 0.815 -1.256 -0.700  0.259
H2 1.723 0.273 -0.068  0.257
H3 0.851 -0.769 1.083  0.265

***

No. 4
Computed, not measured: a cluster of 2 separate species, C6H16S in total at a distorted geometry, with the ωB97M-V functional and the def2-TZVPD basis.

Summary:
- ΔE to the lowest compared entry with this formula, charge and spin: 242.0 kJ/mol
- Charge: +1
- Frontier orbital gap (alpha / beta): 9.82 / 5.48 eV
- LUMO (alpha / beta): -0.144 / -0.303 hartree
- Molecular weight: 120.26 g/mol
- 2S+1: 2

Each line ends with the natural charge from an NBO analysis.
Element x y z (Å)
C1 -0.906 1.141 2.437  -0.351
C2 -1.364 0.395 1.183  -0.630
C3 1.392 -1.044 2.341  -0.787
S1 0.231 -0.164 3.453  0.743
H1 -0.425 2.007 2.232  0.236
H2 -1.696 1.195 3.080  0.230
H3 -2.295 0.881 0.895  0.273
H4 -1.910 -0.454 1.562  0.232
H5 1.110 -2.006 2.130  0.277
H6 1.518 -0.389 1.336  0.270
H7 2.313 -1.196 2.852  0.285
H8 -0.619 0.290 0.578  0.214
C4 0.576 0.153 -1.681  -0.407
C5 1.061 0.541 -3.117  -0.637
C6 -0.573 -0.836 -1.800  -0.634
H9 1.181 -0.170 -0.758  0.175
H10 0.045 0.965 -1.050  0.181
H11 0.864 -0.253 -3.921  0.246
H12 -0.887 -1.451 -0.886  0.192
H13 -1.585 -0.380 -2.132  0.211
H14 2.076 1.051 -2.831  0.237
H15 0.375 1.369 -3.413  0.224
H16 -0.481 -1.644 -2.491  0.222

***

No. 5
Computed, not measured: an isolated molecule of C5H4N2S at a distorted geometry, with the ωB97M-V functional and the def2-TZVPD basis.

Summary:
- ΔE to the lowest compared entry with this formula, charge and spin: 191.9 kJ/mol
- Frontier orbital gap: 8.26 eV
- LUMO: 0.012 hartree
- Molecular weight: 124.17 g/mol
- 2S+1: 1

Each line ends with the natural charge from an NBO analysis.
Element x y z (Å)
C1 -0.725 1.042 -0.577  -0.254
C2 1.269 0.579 0.978  -0.225
C3 -1.662 0.353 -1.276  -0.395
C4 0.167 0.182 0.119  -0.100
C5 -0.112 -1.145 -0.088  -0.452
N1 1.835 -0.468 1.417  0.054
N2 1.881 -1.606 1.451  -0.015
S1 -1.472 -1.348 -1.126  0.445
H1 -0.656 2.115 -0.547  0.225
H2 1.553 1.574 1.245  0.236
H3 -2.457 0.748 -1.880  0.235
H4 0.379 -2.026 0.284  0.247

***

No. 6
Computed, not measured: a cluster of 2 separate species, CH4N3P in total at a distorted geometry, with the ωB97M-V functional and the def2-TZVPD basis.

Summary:
- ΔE to the lowest compared entry with this formula, charge and spin: 567.2 kJ/mol
- Frontier orbital gap (alpha / beta): 7.30 / 8.41 eV
- LUMO (alpha / beta): -0.022 / -0.028 hartree
- Molecular weight: 89.04 g/mol
- 2S+1: 1

Each line ends with the natural charge from an NBO analysis.
Element x y z (Å)
C1 0.306 -0.713 -0.691  -0.383
N1 -0.975 -1.021 -0.415  -0.275
N2 -1.587 -0.126 0.164  0.036
N3 -0.941 1.031 0.356  -0.672
P1 0.687 1.096 -0.370  0.656
H1 1.828 -1.665 0.428  -0.019
H2 0.991 -1.283 -1.478  0.254
H3 -1.448 1.694 0.948  0.419
H4 1.138 0.988 1.058  -0.015

***

What did the sixth record say?
Computed, not measured: a cluster of 2 separate species, CH4N3P in total at a distorted geometry, with the ωB97M-V functional and the def2-TZVPD basis.

Summary:
- ΔE to the lowest compared entry with this formula, charge and spin: 567.2 kJ/mol
- Frontier orbital gap (alpha / beta): 7.30 / 8.41 eV
- LUMO (alpha / beta): -0.022 / -0.028 hartree
- Molecular weight: 89.04 g/mol
- 2S+1: 1

Each line ends with the natural charge from an NBO analysis.
Element x y z (Å)
C1 0.306 -0.713 -0.691  -0.383
N1 -0.975 -1.021 -0.415  -0.275
N2 -1.587 -0.126 0.164  0.036
N3 -0.941 1.031 0.356  -0.672
P1 0.687 1.096 -0.370  0.656
H1 1.828 -1.665 0.428  -0.019
H2 0.991 -1.283 -1.478  0.254
H3 -1.448 1.694 0.948  0.419
H4 1.138 0.988 1.058  -0.015

***

Look up the 2S+1 of the fifth one. 1